{
  "formula": "C22H45AsCl3MnN7S",
  "method": "wB97M-V/def2-TZVPD",
  "mol_weight_g_mol": 675.94,
  "energy_ev": -174522.0722,
  "gap_ev": [8.4766, 8.5190],
  "total_charge": 2,
  "multiplicity": 2,
  "s2": 0.7591,
  "elements": ["As", "Mn", "Cl", "Cl", "Cl", "S", "N", "N", "N", "N", "N", "N", "N", "C", "C", "C", "C", "C", "C", "C", "C", "C", "C", "C", "C", "C", "C", "C", "C", "C", "C", "C", "C", "C", "C", "H", "H", "H", "H", "H", "H", "H", "H", "H", "H", "H", "H", "H", "H", "H", "H", "H", "H", "H", "H", "H", "H", "H", "H", "H", "H", "H", "H", "H", "H", "H", "H", "H", "H", "H", "H", "H", "H", "H", "H", "H", "H", "H", "H", "H"],
  "positions_angstrom": [[2.93, 0.07, 0.31], [0.24, 0.07, 0.17], [-0.92, -1.18, -4.94], [0.82, 1.15, -5.09], [1.95, -1.50, -4.68], [-0.29, 0.21, 2.51], [-1.30, 1.46, 0.03], [-0.19, 3.51, 0.02], [-2.19, -3.57, -0.37], [-1.27, -1.38, 0.16], [-2.38, 3.63, 0.00], [-0.21, -3.41, 0.62], [0.36, -0.11, -1.78], [1.11, -2.87, 0.73], [-3.61, -3.40, -0.68], [0.58, -0.44, -4.37], [-3.82, 3.41, -0.13], [3.95, -1.57, -0.02], [-1.94, 5.03, -0.04], [0.45, -0.26, -2.91], [-1.81, -4.94, 0.00], [-1.26, -2.69, 0.12], [-1.33, 2.78, 0.01], [3.91, 1.31, -0.86], [3.45, 1.39, -2.32], [-2.43, -0.67, -0.38], [-2.55, 0.72, 0.19], [-0.32, -4.82, 0.24], [3.86, -2.09, -1.44], [-0.41, 4.94, -0.09], [1.13, 2.97, 0.19], [-0.07, -1.28, 3.50], [3.63, 0.60, 2.05], [0.51, 1.39, 3.61], [5.14, 0.79, 2.13], [3.12, 1.52, 2.32], [-3.36, -1.17, -0.14], [0.25, -5.01, -0.67], [1.11, -1.93, 1.28], [4.36, -3.06, -1.53], [4.35, -1.41, -2.14], [0.52, 2.36, 3.13], [-0.10, 1.46, 4.51], [0.06, 5.47, 0.74], [5.49, 1.58, 1.47], [-2.30, 5.56, 0.85], [0.97, -1.48, 3.72], [-3.97, -4.36, -1.03], [4.95, 0.99, -0.82], [1.56, 2.62, -0.76], [3.86, 2.29, -0.39], [1.79, 3.74, 0.59], [5.69, -0.12, 1.89], [3.63, -2.31, 0.71], [-4.30, 4.38, -0.05], [-2.83, 0.67, 1.24], [4.99, -1.34, 0.22], [3.54, 0.42, -2.82], [-3.37, 1.18, -0.36], [1.52, 1.09, 3.88], [2.83, -2.22, -1.78], [-3.77, -2.68, -1.47], [1.57, -2.71, -0.26], [-2.06, -5.63, -0.80], [-2.36, -0.60, -1.47], [1.73, -3.57, 1.28], [-4.19, -3.13, 0.21], [1.13, 2.15, 0.91], [-2.35, -5.25, 0.91], [-0.62, -1.14, 4.44], [5.43, 1.07, 3.15], [4.06, 2.10, -2.87], [-2.34, 5.53, -0.92], [-4.21, 2.79, 0.66], [0.05, -5.46, 1.03], [2.41, 1.71, -2.41], [-0.01, 5.33, -1.02], [-4.09, 2.99, -1.10], [-0.51, -2.11, 2.96], [3.30, -0.17, 2.75]],
  "mulliken_charge": [0.485, 0.888, -0.083, -0.058, -0.062, 0.840, -0.094, 0.261, 0.036, 0.151, 0.004, 0.322, -0.466, -0.830, -1.109, 0.670, -1.139, -0.804, -0.829, 0.011, -0.782, -0.160, 0.261, -0.970, -0.921, -1.013, -1.288, -0.599, -1.088, -0.598, -0.124, -0.982, -0.349, -1.169, -1.482, 0.393, 0.670, 0.322, -0.510, 0.400, 0.294, 0.259, 0.495, 0.393, 0.296, 0.398, 0.265, 0.364, 0.639, 0.309, 0.584, 0.407, 0.315, 0.561, 0.414, 0.292, 0.595, 0.124, 0.551, 0.310, 0.111, 0.392, 0.500, 0.433, 0.322, 0.460, 0.393, -0.980, 0.364, 0.495, 0.451, 0.440, 0.450, 0.396, 0.365, 0.077, 0.311, 0.387, 0.197, 0.368]
}